# 1
DFT (ωB97M-V with the def2-TZVPD basis set) results for a molecular structure, C5H4INS at a distorted geometry.

Each line ends with the natural charge from an NBO analysis.
Positions of all 12 atoms, in Å:
1 C 1.9732 1.5772 -0.1450  -0.4237
2 C 1.5287 0.2727 -0.0934  -0.2277
3 C 0.1762 0.1172 0.1268  0.1457
4 C -2.3015 -1.0055 0.0043  -0.4012
5 C -0.9917 -1.2686 0.1160  -0.1868
6 N -0.5095 1.2159 0.0395  -0.5968
7 S 0.5058 2.5166 -0.0448  0.6462
8 I 3.0938 -1.1954 -0.0665  0.1379
9 H 2.9613 1.9358 -0.0249  0.2557
10 H -2.9822 -1.9337 0.0872  0.2157
11 H -2.7050 0.0445 -0.1905  0.2337
12 H -0.7492 -2.2768 0.1913  0.2013

As for the total energy: -25673.0736 eV.

---

# 2
DFT (ωB97M-V with the def2-TZVPD basis set) results for 2 unconnected molecules or ions with the total composition C5H15OPSi at a distorted geometry.

Each line ends with the natural charge from an NBO analysis.
Positions of all 23 atoms, in Å:
1 C -1.3854 1.4037 1.1960  -1.1532
2 C -1.5815 1.6097 -1.7150  -1.1022
3 C -2.1438 -1.3706 -0.0256  -1.0972
4 C 2.2438 0.7389 1.7970  -1.0182
5 C 3.0241 -1.3080 -0.2301  -0.9581
6 O 2.5573 1.5090 -0.6158  -1.1212
7 Si -1.2571 0.3171 -0.3298  1.3829
8 P 2.0387 0.3134 0.0594  1.4900
9 H -2.3608 2.1340 1.0338  0.2340
10 H -1.3084 0.8211 2.1030  0.2388
11 H -0.4930 1.9546 1.2054  0.2399
12 H -2.4857 2.1545 -1.4124  0.2341
13 H -0.8080 2.2531 -1.8692  0.2579
14 H -1.6475 1.2028 -2.7270  0.2427
15 H -2.4914 -1.7369 -0.9565  0.2387
16 H -1.4722 -2.0252 0.4657  0.2510
17 H -2.9278 -1.2186 0.6987  0.2425
18 H 2.2281 -0.0834 2.5813  0.2273
19 H 3.2972 1.1874 1.9374  0.2473
20 H 1.4719 1.4012 1.9157  0.2251
21 H 3.8719 -1.1802 0.3947  0.2226
22 H 2.4246 -2.1664 0.0087  0.2309
23 H 3.3544 -1.1674 -1.2844  0.2442

As for the total energy: -24640.3566 eV.

---

# 3
DFT (ωB97M-V with the def2-TZVPD basis set) results for a gas-phase ion, C5H12N4 (charge +2) at a distorted geometry.

Each line ends with the natural charge from an NBO analysis.
Positions of all 21 atoms, in Å:
1 C 0.6286 0.4290 -0.0046  0.3916
2 C 1.2194 1.7257 -0.0915  -0.6854
3 C -2.3910 -1.5440 0.0113  -0.4873
4 C 2.6931 -1.0311 -0.0357  -0.4698
5 C -1.6619 1.3681 0.0508  -0.4265
6 N 0.6492 -1.9441 -0.0444  0.2831
7 N -1.1794 -0.9236 -0.1794  0.0920
8 N 1.2786 -0.8386 -0.0334  -0.0911
9 N -0.7289 0.2277 -0.0519  -0.0135
10 H 0.4459 2.3562 -0.6210  0.2828
11 H 1.2354 2.0024 0.9820  0.2945
12 H 2.2033 1.6006 -0.6022  0.2994
13 H -3.1548 -0.8854 0.4454  0.2622
14 H -2.7794 -1.9249 -0.8587  0.2870
15 H -2.2876 -2.3775 0.7579  0.3155
16 H 3.1268 -1.9880 0.1546  0.3098
17 H 3.0652 -0.6543 -0.9180  0.2670
18 H 3.2152 -0.4119 0.6492  0.2820
19 H -1.2538 1.8966 0.8298  0.2475
20 H -1.6553 1.9903 -0.8387  0.2852
21 H -2.6687 0.9270 0.3987  0.2742

As for the total energy: -11315.1440 eV. As for the total charge: +2.

---

# 4
DFT (ωB97M-V with the def2-TZVPD basis set) results for a molecular structure, C15H37N4OPdSSi at a distorted geometry.

Each line ends with the natural charge from an NBO analysis.
Positions of all 60 atoms, in Å:
1 Pd -3.3799 -6.2118 14.4808  0.9561
2 C -6.0680 -7.6482 14.9860  -0.4315
3 N -4.5672 -7.8233 15.2164  -0.4867
4 C -4.2729 -7.8688 16.6924  -0.4264
5 C -4.1470 -9.0853 14.5563  -0.2488
6 C -4.0776 -8.8736 13.0621  -0.2582
7 N -3.1298 -7.7625 12.7846  -0.4771
8 C -1.7901 -8.3670 12.5781  -0.4217
9 C -3.6133 -6.9592 11.6092  -0.4245
10 H -6.6781 -8.4240 15.5418  0.2065
11 H -6.2296 -7.8442 13.8719  0.2086
12 H -6.3166 -6.6347 15.2714  0.2389
13 H -4.9405 -8.6630 17.1249  0.1995
14 H -4.5557 -6.9056 17.0970  0.2327
15 H -3.1568 -8.0672 16.8293  0.2184
16 H -4.8573 -9.8833 14.8589  0.2161
17 H -3.1094 -9.4712 14.9031  0.2209
18 H -5.0431 -8.6732 12.5411  0.2154
19 H -3.7944 -9.8007 12.5720  0.2210
20 H -1.5788 -8.9361 11.6390  0.2077
21 H -1.6736 -9.0402 13.4756  0.2036
22 H -1.0546 -7.5917 12.5850  0.2145
23 H -3.7265 -7.5872 10.6973  0.2029
24 H -2.9413 -6.1130 11.4712  0.2257
25 H -4.5686 -6.5666 11.8979  0.2054
26 C -7.1401 -4.6085 18.2700  -1.0750
27 Si -6.2723 -3.2753 17.1359  1.5514
28 C -7.5308 -2.2795 16.1157  -1.0889
29 C -5.2150 -2.1846 18.3068  -1.0836
30 C -5.1950 -4.1426 15.9887  -0.5785
31 C -4.4160 -4.7260 15.2564  -0.5002
32 H -8.2311 -4.3885 18.3597  0.2418
33 H -6.7872 -4.6580 19.2974  0.2449
34 H -7.1282 -5.5696 17.7287  0.2253
35 H -8.5019 -2.3291 16.6419  0.2432
36 H -7.7135 -2.7357 15.1315  0.2442
37 H -7.2126 -1.2455 15.9719  0.2449
38 H -4.3071 -2.6689 18.6375  0.2409
39 H -5.8031 -1.9913 19.2130  0.2457
40 H -5.0634 -1.1802 17.8384  0.2314
41 C -2.6815 -1.1309 15.0899  -0.4375
42 N -2.5888 -2.5497 14.6979  -0.5399
43 C -1.5666 -3.1909 14.1650  0.4019
44 N -0.4279 -2.5142 13.9222  -0.7902
45 S -1.6563 -4.8606 13.5504  -0.2307
46 H -3.5291 -0.6701 14.5696  0.2504
47 H -1.7349 -0.5667 14.8667  0.2170
48 H -2.9136 -1.0203 16.1352  0.2274
49 H -3.3669 -3.1457 14.9388  0.4603
50 H -0.0765 -1.9518 14.6849  0.4109
51 H 0.2353 -2.8840 13.3008  0.4195
52 C -4.1933 -2.4889 11.1597  -0.6354
53 C -5.2703 -2.8908 12.2132  -0.0764
54 O -5.6290 -1.7063 12.9754  -0.7447
55 H -4.7093 -2.1472 10.2314  0.2178
56 H -3.6417 -3.4373 10.9127  0.1996
57 H -3.4396 -1.7593 11.5440  0.2170
58 H -4.8700 -3.6470 12.8889  0.1747
59 H -6.1058 -3.4332 11.7162  0.1718
60 H -6.5075 -1.4052 12.7162  0.4799

As for the total energy: -46346.9708 eV. As for the total charge: +1. As for the expectation value of S²: 2.010. The multiplicity is 3.

---

# 5
DFT (ωB97M-V with the def2-TZVPD basis set) results for a molecular structure, C15H23OPd at a distorted geometry.

Each line ends with the natural charge from an NBO analysis.
Positions of all 40 atoms, in Å:
1 C 1.5829 -2.5420 -0.9953  0.0999
2 C 0.4202 -3.0614 -1.7547  -0.6710
3 C 2.6890 -1.8885 -1.7355  -0.6702
4 C 1.8477 -3.0761 0.3624  -0.6715
5 H 3.3678 -2.6222 -2.1985  0.2254
6 H 3.3075 -1.2716 -1.0819  0.2069
7 H 2.3204 -1.2598 -2.5473  0.2081
8 H 0.6285 -4.0419 -2.2116  0.2244
9 H 0.1383 -2.3974 -2.5730  0.2083
10 H -0.4529 -3.2031 -1.1161  0.2066
11 H 2.3599 -4.0508 0.3309  0.2254
12 H 0.9266 -3.2337 0.9252  0.2061
13 H 2.4910 -2.4131 0.9426  0.2063
14 C -1.5754 3.0777 -1.0070  -0.2918
15 C -0.2780 2.7418 -1.4641  -0.2181
16 C -0.2890 1.3903 -1.8945  -0.2803
17 H 0.5727 3.4021 -1.4847  0.2472
18 C -1.5987 0.8934 -1.7160  -0.2574
19 C -2.3908 1.9339 -1.1652  -0.2419
20 H -3.4394 1.8789 -0.9246  0.2452
21 H -1.8936 4.0392 -0.6410  0.2560
22 H 0.5433 0.8494 -2.3126  0.2555
23 H -1.9360 -0.0971 -1.9689  0.2463
24 C 0.0048 1.4150 2.9705  -0.2283
25 C 0.4154 2.6442 2.4057  -0.3056
26 C 1.4224 2.3586 1.4519  -0.1865
27 H 0.0538 3.6217 2.6771  0.2581
28 C 1.6256 0.9546 1.4212  -0.2929
29 C 0.7518 0.3728 2.3660  -0.2445
30 H 0.6668 -0.6755 2.5930  0.2471
31 H -0.7363 1.2914 3.7412  0.2415
32 H 1.9460 3.0842 0.8520  0.2490
33 H 2.3384 0.4293 0.8078  0.2574
34 Pd -0.6618 1.3768 0.5595  0.9384
35 C -3.1049 -0.3213 0.7615  -0.2592
36 O -1.9389 0.1006 1.4122  -0.7629
37 H -3.8330 0.5077 0.6895  0.1956
38 H -3.6110 -1.0913 1.3846  0.2031
39 H -2.8773 -0.8420 -0.1817  0.1982
40 H -1.8039 -0.2746 2.3193  0.5264

As for the total energy: -21443.3028 eV. As for the total charge: +1. As for the expectation value of S²: 6.021. The multiplicity is 5.

---

# 6
DFT (ωB97M-V with the def2-TZVPD basis set) results for a single C2H3N3S2 molecule at a distorted geometry.

Each line ends with the natural charge from an NBO analysis.
Positions of all 10 atoms, in Å:
1 S -1.9683 -0.9943 0.0045  0.0157
2 C -0.6736 0.2422 -0.0077  -0.0874
3 N -0.9218 1.5948 0.0099  -0.2450
4 N 0.2083 2.2312 0.0233  -0.0496
5 N 1.1974 1.3430 -0.0317  -0.3466
6 C 0.7040 0.0671 0.0046  -0.0761
7 S 1.7529 -1.3373 -0.0076  0.0560
8 H -3.0082 -0.2425 -0.1334  0.1513
9 H 2.0995 1.7677 0.0359  0.4266
10 H 0.7852 -2.2590 0.1566  0.1552

As for the total energy: -28261.9864 eV. The SMILES is Sc1nn[nH]c1S.